No. 1
33
Properties=species:S:1:pos:R:3 method="wB97M-V/def2-TZVPD" fmax_ha_per_bohr=0.11752 charge=0 relative_energy_ev=8.0909 e_lumo_ev=-0.5 smiles=O.O.O.O.O.O.O.O.O.O.O
H 0.23096 -0.66142 0.34276
H 0.17262 -1.90669 1.23161
H -0.89111 0.09405 -3.48987
H -0.96050 1.25768 -2.70586
H 1.66500 -3.73098 2.01334
H 1.30131 -4.15003 0.64704
H 3.05897 1.59940 1.45077
H 2.24522 2.49021 2.39693
H -0.52264 -3.53152 -1.72856
H 0.42253 -3.19041 -2.96848
H -1.51870 3.11263 0.07403
H -1.24517 3.00703 1.55896
H 2.08965 1.38016 -0.88545
H 0.80422 1.16628 -0.32855
H -1.88494 1.66442 2.68884
H -2.98948 2.46908 3.39556
H -3.54023 -1.48529 2.92976
H -4.27784 -0.12299 3.10554
H 0.95630 -1.79569 -2.20084
H 1.96529 -1.19296 -1.29480
H 1.09410 0.62167 -3.54580
H 1.77828 1.95564 -2.95631
O 0.48850 -1.59838 0.44435
O -0.88263 1.06596 -3.58413
O 0.94237 -3.56870 1.31420
O 2.66650 2.47573 1.56271
O 0.35590 -3.27490 -2.05164
O -1.59245 3.62839 0.87678
O 1.63869 1.41413 -0.04670
O -2.18298 1.96408 3.48820
O -4.22909 -1.08565 3.34408
O 1.10232 -1.36045 -1.35987
O 1.73902 1.28950 -3.71857

=====

No. 2
33
Properties=species:S:1:pos:R:3 method="wB97M-V/def2-TZVPD" fmax_ha_per_bohr=0.05299 charge=0 relative_energy_ev=1.7006 e_lumo_ev=-0.1 smiles=O.O.O.O.O.O.O.O.O.O.O
O -1.79075 0.65122 1.98479
H -1.92883 0.20660 2.78232
H -1.64622 1.52924 2.34942
O 2.59999 0.99937 2.37171
H 1.82898 0.50116 2.58194
H 3.36320 0.40986 2.44035
O -0.52716 2.17237 -0.79146
H -0.62531 2.83923 -1.49782
H -0.19447 2.61996 -0.00854
O -1.43977 -2.72476 0.68131
H -0.87773 -2.17145 0.18445
H -2.09591 -2.07959 0.84731
O 0.53037 -0.84851 2.43714
H -0.22007 -0.48348 1.91754
H 0.95212 -1.47222 1.86404
O 0.06460 -0.38849 -0.20607
H -0.24569 0.50164 -0.21452
H 0.98825 -0.24584 -0.06401
O -2.66813 1.76065 -2.70741
H -1.96189 1.82509 -3.38008
H -2.31139 1.05902 -2.11235
O 2.50428 0.60836 -0.15909
H 2.41864 0.83292 0.77447
H 2.37551 1.45236 -0.50737
O 1.88608 -2.47445 0.61448
H 2.21529 -2.10117 -0.20109
H 2.57908 -3.08197 0.75267
O 0.20017 0.64441 -3.02180
H 0.17468 -0.29100 -3.02341
H 0.23161 0.95161 -2.12264
O -2.30027 -0.76553 -1.44378
H -1.33764 -0.83846 -1.36294
H -2.74161 -1.59815 -1.75957

=====

No. 3
33
Properties=species:S:1:pos:R:3 method="wB97M-V/def2-TZVPD" fmax_ha_per_bohr=0.01880 charge=0 relative_energy_ev=1.4066 e_lumo_ev=-0.8 smiles=O.O.O.O.O.O.O.O.O.O.O
O 2.89387 -0.32930 -1.33055
H 3.14748 0.57876 -1.52141
H 2.01563 -0.25153 -0.91928
O -1.00621 1.91248 1.75107
H -0.55913 2.74198 1.96667
H -1.70424 2.15173 1.12765
O 0.07141 -0.64086 -3.15187
H 0.88071 -0.87335 -3.61953
H 0.24558 0.23098 -2.76809
O 2.25499 -2.76931 -0.65926
H 1.51844 -2.24092 -0.32944
H 2.66969 -2.22692 -1.33891
O -0.72979 2.08804 -2.44933
H -1.52283 2.00640 -1.90940
H -1.05756 2.32440 -3.32633
O -2.68322 0.06207 2.96614
H -3.22512 0.45766 3.65620
H -1.98785 0.70438 2.73075
O -0.14904 -2.38674 1.40834
H -0.96412 -2.05348 0.99003
H -0.28525 -3.33474 1.50553
O 0.05290 -0.76195 3.97913
H 0.40920 -1.37890 3.32734
H -0.85906 -0.59446 3.70315
O 2.10091 2.50028 -1.72595
H 1.17273 2.76522 -1.66771
H 2.20569 2.23178 -2.64579
O -1.95856 -1.27226 -0.43681
H -1.23731 -0.73973 -0.80524
H -2.75667 -0.74633 -0.55082
O 0.62229 -0.12448 0.40532
H 0.21337 0.72823 0.62882
H 0.21107 -0.75913 1.00955

=====

No. 4
33
Properties=species:S:1:pos:R:3 method="wB97M-V/def2-TZVPD" fmax_ha_per_bohr=0.15153 charge=0 relative_energy_ev=4.5834 e_lumo_ev=-0.1 smiles=O.O.O.O.O.O.O.O.O.O.O
O 1.41779 2.29384 2.95263
H 0.92549 1.50177 2.84553
H 1.95000 2.33163 3.68914
O 0.85965 2.23023 -3.97218
H 1.43039 1.53654 -3.58032
H 1.34604 2.56778 -4.69672
O -0.47614 -0.20625 2.83742
H -0.30624 -1.17630 2.63350
H -0.95537 -0.16200 2.01399
O 1.18732 -0.36016 -1.32932
H 0.86451 0.48712 -1.84826
H 0.60542 -0.36533 -0.62269
O -2.98656 2.22804 1.99533
H -3.14160 3.12366 2.18626
H -2.08739 2.03150 1.84057
O 3.47770 -0.10742 -3.75248
H 2.98170 0.53401 -3.23201
H 2.79164 -0.80984 -3.65722
O -1.30347 -5.13296 1.58242
H -1.91460 -4.45072 1.11870
H -0.59956 -5.24373 0.86130
O 0.98292 1.87523 -0.34780
H 1.43444 1.91078 0.48268
H 0.08698 2.29626 -0.20831
O -1.60549 1.80070 -1.30400
H -0.68504 2.07050 -1.45040
H -2.14397 2.33373 -2.09824
O -2.34980 -1.19582 1.00911
H -2.53569 -0.42912 0.65816
H -2.65601 -1.44796 1.79359
O 1.09448 -4.28447 0.34421
H 1.71629 -4.25587 1.09758
H 0.59418 -3.52539 0.15782

=====

No. 5
33
Properties=species:S:1:pos:R:3 method="wB97M-V/def2-TZVPD" fmax_ha_per_bohr=0.01463 charge=0 relative_energy_ev=1.0696 e_lumo_ev=-0.1 smiles=O.O.O.O.O.O.O.O.O.O.O
O 1.38957 1.11578 -2.65657
H 1.68830 1.84860 -3.21228
H 0.80491 0.59217 -3.22394
O -0.56094 0.24098 -0.39876
H -0.03762 -0.11901 0.35451
H 0.07048 0.77371 -0.90618
O 0.72645 2.75538 1.26701
H 1.05420 3.63436 1.49200
H -0.07182 2.91757 0.74918
O 2.84994 3.31648 -1.06275
H 2.15969 2.66336 -0.89363
H 3.60650 3.00474 -0.55428
O -2.53589 -0.13832 2.78214
H -2.93668 -0.92504 3.16909
H -2.42961 -0.36550 1.84986
O 0.39115 -0.40324 2.07059
H -0.13266 -0.10627 2.83371
H 1.17492 0.16876 2.06810
O 1.61539 -2.92743 2.45443
H 1.22859 -2.02853 2.39351
H 2.30422 -2.86314 3.12362
O -1.23980 -2.13740 -1.76093
H -0.80343 -1.36384 -1.35178
H -1.69326 -1.78311 -2.53321
O 2.74846 -1.08245 -1.55979
H 2.22418 -0.37339 -1.98227
H 3.20845 -1.52239 -2.28141
O -3.01896 1.06670 -1.64755
H -2.32617 0.93048 -0.98152
H -3.83964 1.12253 -1.14662
O -2.65111 -2.48596 0.84696
H -2.93131 -3.35098 0.53511
H -2.03652 -2.17559 0.16363

=====

No. 6
33
Properties=species:S:1:pos:R:3 method="wB97M-V/def2-TZVPD" fmax_ha_per_bohr=0.29026 charge=0 relative_energy_ev=8.0038 e_lumo_ev=-0.3
H 1.67540 -0.42583 0.07334
H 0.16889 -0.50913 0.25640
H -1.30174 2.37846 1.74694
H -2.52340 3.14977 2.21882
H 0.84055 -1.81161 -3.78360
H 0.40117 -2.74541 -4.89940
H -3.83251 -2.13512 1.05525
H -5.00350 -2.29660 0.09987
H 0.16355 1.69556 3.00726
H 1.23578 0.62026 3.07114
H -0.84490 -3.15042 0.24012
H -0.66838 -2.70195 1.68156
H 2.28562 0.60220 -2.30325
H 3.45000 -0.35144 -2.51495
H 4.54519 1.12373 2.02450
H 5.23407 -0.20539 2.28704
H 3.12707 2.06189 0.24199
H 1.78486 1.44031 -0.10751
H -2.10227 0.95614 -2.42468
H -0.78791 1.17255 -1.69281
H -5.06489 -0.13158 0.50856
H -3.55768 0.06408 0.50032
O 0.85887 0.04781 -0.12140
O -1.71949 3.24555 1.69580
O 0.90961 -2.72588 -4.08080
O -4.22414 -1.75311 0.26172
O 0.91580 1.34252 2.51893
O -0.41318 -2.47830 0.77943
O 3.18122 0.56316 -2.65730
O 4.36983 0.22060 2.31189
O 2.44976 1.47077 0.58960
O -1.25214 1.40305 -2.50543
O -4.30112 -0.13666 -0.07933